Below is a molecular structure, C13H22Br21InNO, with properties calculated with ωB97M-V with the def2-TZVPD basis set.

Element x y z (Å)
C (4.764, -2.651, -3.352)
C (4.945, -1.174, -3.660)
O (4.230, -0.402, -2.729)
C (4.005, 0.944, -3.145)
C (2.539, 1.312, -3.411)
In (1.279, -0.474, -3.948)
C (-0.951, 0.048, -3.969)
C (-1.595, -0.789, -2.950)
N (-1.301, -0.708, -1.702)
H (5.460, -2.982, -2.583)
H (4.920, -3.230, -4.260)
H (3.749, -2.826, -3.006)
H (6.014, -0.928, -3.655)
H (4.552, -0.986, -4.664)
H (4.568, 1.136, -4.059)
H (4.390, 1.575, -2.340)
H (2.553, 1.980, -4.273)
H (2.136, 1.849, -2.554)
H (1.531, -1.761, -2.751)
H (1.721, -1.042, -5.587)
H (-1.303, -0.262, -4.948)
H (-1.126, 1.102, -3.775)
H (-2.375, -1.498, -3.256)
H (-1.854, -1.363, -1.158)
C (-4.293, -1.136, 1.371)
Br (-3.633, -2.824, 0.722)
Br (-5.754, -1.395, 2.601)
Br (-2.897, -0.069, 2.149)
H (-4.680, -0.591, 0.522)
C (-5.558, -0.869, 7.044)
Br (-5.481, 0.103, 8.705)
Br (-7.326, -0.831, 6.281)
Br (-4.244, -0.255, 5.789)
H (-5.332, -1.902, 7.266)
C (-0.264, 3.267, 0.885)
Br (-1.620, 4.645, 0.842)
Br (-0.772, 1.703, -0.106)
Br (1.446, 3.947, 0.324)
H (-0.155, 2.976, 1.920)
C (-5.235, -5.018, 3.706)
Br (-4.579, -6.680, 2.995)
Br (-6.715, -5.289, 4.910)
Br (-3.838, -3.994, 4.529)
H (-5.604, -4.434, 2.874)
C (2.329, 2.361, 4.337)
Br (1.013, 3.762, 4.369)
Br (1.789, 0.927, 3.177)
Br (4.066, 3.048, 3.860)
H (2.405, 1.966, 5.338)
C (4.944, 5.210, 6.861)
Br (5.989, 5.008, 8.466)
Br (3.133, 5.724, 7.254)
Br (5.771, 6.425, 5.623)
H (4.903, 4.244, 6.378)
C (-2.574, -1.272, -7.805)
Br (-3.808, -1.833, -9.181)
Br (-2.509, -2.524, -6.354)
Br (-0.823, -0.928, -8.511)
H (-2.947, -0.341, -7.405)

Values from the calculation:
spin multiplicity: 1
E_HOMO: -4.8 eV
LUMO level: 1.19 eV
DFT total energy: -54882.8218 hartree
Kohn-Sham gap: 6.0 eV
charge: -1